## one
Below is a molecular structure, C25H22PPd, with properties calculated with ωB97M-V/def2-TZVPD.

Summary:
LUMO ... 0.1156 hartree
Total charge ... -1
HOMO ... -2.75 eV

CARTESIAN COORDINATES (ANGSTROEM)
Pd -0.21540 -0.13350 -0.23760
C -0.94550 -2.58690 2.82070
C -1.28330 -1.28780 2.14420
C -1.11350 -0.07530 2.81470
C -1.43300 1.11870 2.18410
C -2.00430 1.11480 0.90970
C -2.29380 -0.10380 0.26010
C -1.87170 -1.30040 0.87550
H -1.71060 -2.82880 3.56380
H 0.01720 -2.52300 3.32410
H -0.89990 -3.38900 2.08700
H -0.68590 -0.07640 3.80920
H -1.25700 2.06220 2.68910
H -2.35410 2.04780 0.47510
H -2.94450 -0.12520 -0.61290
H -2.09420 -2.25850 0.40960
C 1.13990 -0.30960 -7.28510
C 1.98960 0.46350 -6.50830
C 1.85210 0.47130 -5.13400
C 0.91130 -0.33690 -4.49530
C 0.06270 -1.10790 -5.29200
C 0.17730 -1.09350 -6.66910
P 0.57590 -0.05920 -2.69010
C -0.09870 -1.72740 -2.26840
C -1.48180 -1.91340 -2.39890
C -2.06530 -3.13400 -2.11630
C -1.28180 -4.19810 -1.69820
C 0.09040 -4.03050 -1.56560
C 0.68160 -2.81580 -1.85770
C 2.17350 -0.18340 -1.81890
C 3.44240 -0.40840 -2.32380
C 4.50640 -0.46390 -1.43590
C 4.27700 -0.30640 -0.07940
C 2.99130 -0.13030 0.41280
C 1.88330 -0.04300 -0.43600
H 1.21740 -0.28730 -8.36430
H 2.74630 1.07820 -6.98410
H 2.49030 1.10540 -4.53220
H -0.68970 -1.73100 -4.82710
H -0.49770 -1.68450 -7.27430
H -2.08080 -1.07910 -2.74880
H -3.13880 -3.25050 -2.21260
H -1.74080 -5.15120 -1.47640
H 0.69790 -4.86420 -1.23440
H 1.75600 -2.70710 -1.78140
H 3.60520 -0.56690 -3.38470
H 5.51440 -0.64830 -1.79540
H 5.11810 -0.34250 0.60670
H 2.86400 -0.04800 1.48930

=====

## two
Below is a molecular structure, C25H22PPd, with properties calculated with ωB97M-V/def2-TZVPD.

Summary:
LUMO ... 0.1129 hartree
Total charge ... -1
HOMO ... -2.78 eV

CARTESIAN COORDINATES (ANGSTROEM)
Pd -0.50227 0.78496 1.28581
C -2.47794 -2.90384 3.88571
C -2.03972 -1.47820 3.68759
C -0.97372 -0.95591 4.47985
C -0.54129 0.32377 4.30932
C -1.12791 1.18084 3.32769
C -2.24435 0.69655 2.57764
C -2.65231 -0.65736 2.78534
H -3.00901 -3.03842 4.83343
H -1.62350 -3.58535 3.89853
H -3.14561 -3.22573 3.08475
H -0.49994 -1.59401 5.21882
H 0.27173 0.70880 4.91502
H -0.94388 2.24612 3.41006
H -2.94455 1.37430 2.09836
H -3.47921 -1.03902 2.19333
C 1.88896 0.35736 -5.69777
C 0.90143 -0.32894 -5.00448
C 0.55721 0.04975 -3.71412
C 1.18469 1.12811 -3.09068
C 2.15829 1.82122 -3.81111
C 2.51933 1.43576 -5.09421
P 0.80749 1.72968 -1.38422
C -0.71169 0.79414 -0.98117
C -0.77117 -0.58044 -0.65129
C -1.99321 -1.25979 -0.63229
C -3.17877 -0.59731 -0.90528
C -3.14914 0.77059 -1.17004
C -1.94429 1.45207 -1.18914
C 2.05132 0.88071 -0.35818
C 3.33474 0.55581 -0.78731
C 4.24594 0.03505 0.12179
C 3.85299 -0.15190 1.44064
C 2.55969 0.17107 1.84270
C 1.60291 0.70412 0.96710
H 2.15849 0.05669 -6.70297
H 0.39597 -1.16853 -5.46696
H -0.21337 -0.49835 -3.18649
H 2.63977 2.68097 -3.35671
H 3.28676 1.98708 -5.62455
H 0.14790 -1.14207 -0.53380
H -1.99541 -2.31687 -0.39375
H -4.12134 -1.13092 -0.88966
H -4.07129 1.30993 -1.35185
H -1.92586 2.51526 -1.40335
H 3.62544 0.69546 -1.82433
H 5.24928 -0.22589 -0.19633
H 4.55866 -0.55852 2.15933
H 2.28177 -0.00880 2.87921

=====

It is two that is most stable; the runner-up trails by 33.9 kJ/mol.

=====

## one
Below is 2 unconnected molecules or ions with the total composition C4H8FNO, with properties calculated with ωB97M-V/def2-TZVPD.

Summary:
LUMO ... 0.0293 hartree
Total charge ... 0
HOMO ... -9.59 eV

CARTESIAN COORDINATES (ANGSTROEM)
C 1.37118 -0.57670 -0.51743
C 1.16531 -0.67876 1.01586
C -0.65812 0.18374 0.19618
C -1.89826 0.98169 0.09565
N 0.09573 -0.04846 -0.90610
O 0.14244 0.24172 1.26516
F -1.65813 -1.54425 0.25112
H 2.20994 -0.01953 -0.82704
H 1.35048 -1.61354 -1.01437
H 0.97587 -1.71280 1.49467
H 2.11242 -0.21590 1.60039
H -2.00440 1.78134 -0.67160
H -1.97493 1.30805 1.12107
H -2.84600 0.26280 -0.02159
H -0.24894 -0.37588 -1.77716

=====

## two
Below is C4H8FNO in the gas phase, with properties calculated with ωB97M-V/def2-TZVPD.

Summary:
LUMO ... 0.0318 hartree
SMILES ... NC[C@]1(CF)CO1
Total charge ... 0
HOMO ... -9.63 eV

CARTESIAN COORDINATES (ANGSTROEM)
C 1.22756 -0.02419 -1.01401
C 0.21376 -0.18758 0.19189
C -1.20366 -0.18473 -0.36818
C 0.40607 0.33518 1.50697
H 1.70305 1.82350 -1.87316
H 0.74442 0.99888 -2.73460
H 1.16840 -0.96060 -1.63893
H 2.22621 0.04299 -0.52520
H -1.31474 -1.15863 -0.96416
H -1.49711 0.71132 -0.93740
H -0.50866 0.59951 2.06297
H 1.29946 0.84127 1.82957
N 0.94040 1.20117 -1.78298
O 0.62396 -1.08190 1.18329
F -2.13977 -0.25371 0.65505

=====

It is two that is most stable; the runner-up trails by 14.1 kJ/mol.

=====

## one
Below is 2 unconnected molecules or ions with the total composition C4H8FNO, with properties calculated with ωB97M-V/def2-TZVPD.

Summary:
LUMO (spin up / spin down) ... 0.0331 / 0.0331 hartree
Total charge ... 0
HOMO (spin up / spin down) ... -8.88 / -8.88 eV

CARTESIAN COORDINATES (ANGSTROEM)
C -1.39586 0.46912 0.67004
C -0.91076 -0.20857 -0.56503
C -0.07462 0.95851 1.36341
C 0.57265 -0.58098 -0.18872
N 1.90457 -0.43855 -1.80862
O 0.99731 0.30830 0.74011
F 0.75798 -1.81630 0.12759
H -2.06642 1.26338 0.41998
H -1.89241 -0.19631 1.34069
H -1.49235 -1.11252 -0.94922
H -1.00582 0.56694 -1.28805
H 0.07210 1.95355 1.33958
H 0.01631 0.67354 2.41821
H 2.82522 -0.48980 -1.42763
H 1.69211 -1.35031 -2.19233

=====

## two
Below is C4H8FNO in the gas phase, with properties calculated with ωB97M-V/def2-TZVPD.

Summary:
LUMO ... 0.0248 hartree
SMILES ... C[C@H](C=O)N(C)F
Total charge ... 0
HOMO ... -9.78 eV

CARTESIAN COORDINATES (ANGSTROEM)
C 1.73887 0.00568 0.55789
C 0.56155 1.19766 -1.30101
C -1.55528 -0.99425 1.08331
C 0.40348 0.53411 0.08763
N -0.45658 -0.92528 0.04673
O 2.81190 0.22030 0.05425
F -1.14099 -0.95489 -1.23268
H 1.54513 -0.87408 1.22315
H 0.09006 0.67554 -2.12081
H 0.00965 2.15400 -1.32331
H 1.63602 1.32225 -1.50349
H -1.91940 -2.00454 0.75420
H -1.14415 -1.07288 2.11763
H -2.30662 -0.32667 0.86179
H -0.27363 1.04307 0.69473

=====

It is one that is most stable; the runner-up trails by 107.6 kJ/mol.

=====

## one
Below is CH2O3S in the gas phase, with properties calculated with ωB97M-V/def2-TZVPD.

Summary:
LUMO ... 0.0139 hartree
Total charge ... 0
HOMO ... -10.86 eV

CARTESIAN COORDINATES (ANGSTROEM)
C -0.80474 0.32137 -0.68725
O 1.12923 2.75547 -0.20654
O -1.13933 1.69021 -0.33061
O 0.62884 0.38848 -0.86323
S 0.30097 2.05136 -1.15343
H -1.22963 0.23842 -1.77956
H -0.93216 -0.35545 0.14283

=====

## two
Below is CH2O3S in the gas phase, with properties calculated with ωB97M-V/def2-TZVPD.

Summary:
LUMO (spin up / spin down) ... -0.0296 / -0.0279 hartree
Total charge ... 0
HOMO (spin up / spin down) ... -9.68 / -8.84 eV

CARTESIAN COORDINATES (ANGSTROEM)
C -0.16169 -0.61257 -0.54298
O 1.00657 0.33286 -0.45242
O 1.52021 0.43542 0.74168
O -0.66728 1.03640 1.42471
S -0.85597 1.05626 -0.00060
H -0.37918 -0.95153 -1.48751
H -0.46266 -1.29684 0.31711

=====

It is one that is most stable; the runner-up trails by 452.7 kJ/mol.